{
  "formula": "C6H11N3O",
  "method": "ωB97M-V/def2-TZVPD",
  "symbols": ["C", "C", "C", "C", "C", "C", "N", "N", "N", "O", "H", "H", "H", "H", "H", "H", "H", "H", "H", "H", "H"],
  "coordinates": [[2.0909, 0.5645, -0.0876], [1.2178, -0.5384, 0.0782], [1.5875, 1.9249, -0.3047], [-1.4778, -1.6440, 0.2018], [-1.3177, 0.4683, -1.0567], [-0.9845, -0.2716, 0.1915], [3.3488, 0.1163, 0.0512], [1.9217, -1.6106, 0.3981], [3.1928, -1.1879, 0.2588], [-1.2254, 0.5018, 1.2978], [2.4620, 2.4303, -0.1168], [1.2090, 2.0065, -1.2483], [0.8647, 2.2417, 0.4201], [-1.2044, -1.9236, 1.1268], [-2.5968, -1.6108, 0.1278], [-1.0521, -2.2313, -0.5710], [-1.0547, 1.6107, -1.0580], [-2.4339, 0.5712, -1.1429], [-1.0266, 0.2409, -2.0637], [3.9927, -1.7942, 0.2616], [-0.9026, 0.1495, 2.1706]],
  "max_force_ha_per_bohr": 0.092,
  "spin_multiplicity": 1,
  "homo_energy_ev": -8.97,
  "e_above_lowest_ev": 4.884,
  "mol_weight_g_mol": 141.2,
  "energy_ha": -474.5867,
  "homo_lumo_gap_ev": 9.75
}


{
  "formula": "C46H59F3FeNO3S2SbSi",
  "method": "ωB97M-V/def2-TZVPD",
  "symbols": ["Fe", "C", "C", "C", "C", "C", "C", "C", "C", "C", "C", "H", "H", "H", "H", "H", "H", "H", "H", "H", "H", "H", "H", "H", "H", "F", "C", "F", "F", "C", "C", "C", "C", "N", "C", "S", "H", "H", "H", "C", "C", "C", "C", "O", "Si", "S", "O", "C", "C", "C", "C", "O", "C", "C", "C", "C", "H", "H", "H", "H", "H", "H", "H", "H", "H", "H", "H", "H", "H", "H", "H", "H", "H", "H", "H", "H", "H", "H", "H", "H", "H", "H", "H", "C", "C", "C", "C", "C", "C", "Sb", "C", "C", "C", "C", "C", "C", "C", "C", "C", "C", "C", "C", "H", "H", "H", "H", "H", "H", "H", "H", "H", "H", "H", "H", "H", "H", "H"],
  "coordinates": [[-1.0790, 0.6344, 1.1959], [-0.0473, 4.3480, 0.9140], [-1.0582, 4.4153, 2.0681], [-0.3158, 4.5703, 3.3966], [-2.0261, 3.2367, 2.0799], [-2.4937, 2.6787, 3.2706], [-3.5303, 1.7576, 3.2833], [-4.1367, 1.3258, 2.1099], [-5.2887, 0.3645, 2.1518], [-3.6351, 1.8224, 0.9078], [-2.5988, 2.7612, 0.8876], [0.7287, 5.1025, 1.0512], [-0.5142, 4.5319, -0.0538], [0.4230, 3.3660, 0.8782], [-1.6735, 5.3111, 1.9246], [0.2203, 3.6496, 3.6395], [-0.9956, 4.8068, 4.2156], [0.4086, 5.3812, 3.3246], [-2.0661, 2.9843, 4.2155], [-3.8754, 1.3625, 4.2307], [-6.1682, 0.8489, 2.5811], [-5.0421, -0.4934, 2.7801], [-5.5429, 0.0021, 1.1576], [-4.0985, 1.5262, -0.0278], [-2.3210, 3.2081, -0.0589], [0.7757, -3.0172, 6.0276], [-0.0881, -1.9703, 5.9607], [-0.1157, -1.4386, 7.2112], [-1.2958, -2.4785, 5.7340], [0.4070, -0.9480, 4.9776], [1.6531, -0.4162, 5.2689], [2.2164, 0.5432, 4.4414], [1.4846, 0.9401, 3.3403], [0.2916, 0.4425, 3.0432], [-0.2763, -0.5131, 3.8176], [-1.7814, -1.0719, 3.2294], [2.1832, -0.7620, 6.1476], [3.1897, 0.9642, 4.6453], [1.8686, 1.6838, 2.6492], [0.9944, -0.3586, -4.7392], [1.8891, 0.6107, -3.9746], [1.1995, 1.9655, -3.8249], [3.2315, 0.7876, -4.6825], [2.1310, 0.0056, -2.6983], [2.4534, 0.6149, -1.2296], [0.6206, 0.7958, -0.1820], [3.4756, -0.3484, -0.4210], [3.8143, -1.7395, -0.5139], [4.5441, -2.0104, -1.8295], [2.5436, -2.5748, -0.4161], [4.7363, -2.0248, 0.6653], [3.0981, 2.0966, -1.3584], [4.0884, 2.8274, -0.6364], [5.4657, 2.2522, -0.9629], [3.9788, 4.2693, -1.1191], [3.8146, 2.7416, 0.8630], [0.7736, 0.0371, -5.7316], [0.0539, -0.4987, -4.2017], [1.4942, -1.3234, -4.8432], [0.9244, 2.3585, -4.8049], [1.8692, 2.6683, -3.3284], [0.3029, 1.8533, -3.2203], [3.0815, 1.2228, -5.6718], [3.7411, -0.1710, -4.7944], [3.8634, 1.4478, -4.0863], [3.8801, -1.8013, -2.6662], [4.8713, -3.0498, -1.8769], [5.4183, -1.3603, -1.9094], [1.8762, -2.3231, -1.2412], [2.0251, -2.3633, 0.5213], [2.7732, -3.6400, -0.4596], [5.6283, -1.3986, 0.6094], [5.0405, -3.0722, 0.6546], [4.2212, -1.8173, 1.6044], [5.6313, 2.2774, -2.0414], [5.5134, 1.2150, -0.6292], [6.2508, 2.8277, -0.4707], [4.1437, 4.3136, -2.1966], [4.7205, 4.8959, -0.6217], [2.9820, 4.6584, -0.9055], [3.8287, 1.6967, 1.1795], [2.8317, 3.1636, 1.0852], [4.5716, 3.2953, 1.4196], [0.3657, -5.5332, -1.0891], [0.1393, -4.6398, -2.1257], [-0.5459, -3.4556, -1.8898], [-1.0319, -3.1713, -0.6190], [-0.7760, -4.0568, 0.4250], [-0.0806, -5.2340, 0.1903], [-2.1438, -1.3854, -0.1827], [-4.0176, -2.3698, 0.2236], [-4.1425, -3.1016, 1.4023], [-5.3546, -3.6833, 1.7448], [-6.4596, -3.5263, 0.9199], [-6.3476, -2.7822, -0.2463], [-5.1323, -2.2063, -0.5921], [-2.6258, -0.7581, -2.1883], [-3.0544, -1.6122, -3.2021], [-3.4376, -1.1068, -4.4364], [-3.4259, 0.2624, -4.6638], [-3.0032, 1.1223, -3.6617], [-2.5933, 0.6118, -2.4371], [0.8968, -6.4579, -1.2762], [0.5005, -4.8632, -3.1221], [-0.6862, -2.7506, -2.6998], [-1.1113, -3.8241, 1.4304], [0.1148, -5.9177, 1.0069], [-3.2949, -3.2117, 2.0705], [-5.4416, -4.2471, 2.6653], [-7.4048, -3.9833, 1.1833], [-7.2127, -2.6406, -0.8823], [-5.0585, -1.6301, -1.5071], [-3.1032, -2.6804, -3.0226], [-3.7561, -1.7800, -5.2229], [-3.7556, 0.6578, -5.6161], [-2.9782, 2.1907, -3.8393], [-2.2188, 1.2806, -1.6701]],
  "max_force_ha_per_bohr": 0.033,
  "spin_multiplicity": 5,
  "homo_energy_ev": [-7.43, -7.62],
  "mol_weight_g_mol": 1000.8,
  "energy_ha": -4958.3823,
  "homo_lumo_gap_ev": [8.02, 7.89]
}


{
  "formula": "C21H15CrN4O2",
  "method": "ωB97M-V/def2-TZVPD",
  "symbols": ["Cr", "C", "C", "C", "C", "N", "C", "C", "C", "C", "C", "C", "N", "C", "C", "C", "C", "C", "N", "H", "H", "H", "H", "H", "H", "H", "H", "H", "H", "H", "O", "C", "O", "C", "C", "C", "C", "C", "N", "H", "H", "H", "H"],
  "coordinates": [[-0.3956, -0.6209, -0.5808], [3.7081, -2.0146, -0.5625], [3.8412, -2.4506, 0.7437], [2.8114, -2.2277, 1.6546], [1.6775, -1.5761, 1.2225], [1.5463, -1.1651, -0.0630], [2.5338, -1.3777, -0.9341], [0.5504, -1.1547, 2.0927], [0.4440, -1.2667, 3.4634], [-0.5948, -0.5782, 4.0900], [-1.4347, 0.2633, 3.3745], [-1.2660, 0.3347, 2.0002], [-0.3576, -0.4450, 1.4130], [-1.8613, 1.3008, 1.0458], [-2.8291, 2.2221, 1.3697], [-3.2126, 3.1478, 0.4033], [-2.6225, 3.1069, -0.8454], [-1.6833, 2.1243, -1.1126], [-1.2920, 1.2500, -0.1837], [4.4926, -2.1588, -1.2915], [4.7448, -2.9556, 1.0589], [2.9078, -2.5470, 2.6828], [2.3776, -1.0380, -1.9507], [1.1564, -1.8327, 4.0459], [-0.7041, -0.6505, 5.1642], [-2.1694, 0.8699, 3.8835], [-3.2803, 2.2293, 2.3516], [-3.9671, 3.8885, 0.6313], [-2.8948, 3.8086, -1.6204], [-1.2493, 2.0181, -2.0970], [-3.5921, -1.1957, -1.0128], [-2.5412, -1.5240, -1.4739], [-1.6235, -0.6597, -2.0013], [-1.9073, -2.8744, -1.3095], [-2.4692, -4.1046, -1.5419], [-1.6816, -5.2245, -1.3048], [-0.3905, -5.0678, -0.8242], [0.0884, -3.7921, -0.5854], [-0.6548, -2.7076, -0.8292], [-3.4840, -4.1824, -1.9058], [-2.0703, -6.2161, -1.4958], [0.2457, -5.9212, -0.6390], [1.0865, -3.6327, -0.2046]],
  "max_force_ha_per_bohr": 0.019,
  "charge": 2,
  "spin_multiplicity": 4,
  "homo_energy_ev": [-15.60, -15.60],
  "e_above_lowest_ev": 1.304,
  "mol_weight_g_mol": 407.4,
  "energy_ha": -2222.7882,
  "homo_lumo_gap_ev": [8.14, 7.93]
}


{
  "formula": "C5H14N2",
  "method": "ωB97M-V/def2-TZVPD",
  "symbols": ["C", "C", "N", "C", "C", "C", "N", "H", "H", "H", "H", "H", "H", "H", "H", "H", "H", "H", "H", "H", "H"],
  "coordinates": [[-1.8937, 0.7614, -1.1974], [-1.2000, -0.3044, -0.3401], [-1.8907, -1.6750, -0.7834], [0.3096, -0.3293, -0.5583], [0.9836, 0.8151, 0.0772], [1.6094, 0.9879, 1.2656], [2.7963, 0.2210, 1.8479], [-2.1822, 1.7256, -0.6709], [-2.8450, 0.5381, -1.6725], [-1.2216, 0.9235, -2.0348], [-1.4257, -0.3745, 0.8148], [-1.4458, -2.0485, -1.6092], [-1.8042, -2.1872, 0.0675], [-2.8503, -1.4581, -0.9847], [0.6419, -1.3389, -0.1947], [0.5285, -0.4192, -1.6382], [0.8506, 1.7707, -0.4051], [1.5425, 1.9318, 1.9342], [3.1918, 0.8291, 2.5687], [2.6757, -0.6593, 2.2094], [3.6294, 0.2902, 1.3041]],
  "max_force_ha_per_bohr": 0.067,
  "charge": 2,
  "smiles": "C[C@@H]([NH3+])C/C=C\\[NH3+]",
  "spin_multiplicity": 1,
  "homo_energy_ev": -18.06,
  "e_above_lowest_ev": 2.215,
  "mol_weight_g_mol": 102.2,
  "energy_ha": -307.7071,
  "homo_lumo_gap_ev": 10.13
}


{
  "formula": "C11H25N2O5P2Tl",
  "method": "ωB97M-V/def2-TZVPD",
  "symbols": ["C", "C", "N", "C", "C", "C", "C", "P", "Tl", "P", "C", "O", "O", "H", "H", "H", "C", "C", "H", "H", "H", "H", "C", "C", "H", "H", "H", "H", "H", "H", "H", "H", "H", "H", "H", "H", "H", "H", "H", "H", "H", "H", "O", "N", "O", "O"],
  "coordinates": [[-0.7435, 0.8283, -3.6116], [-0.8893, 0.3419, -2.2867], [-0.1681, 0.8894, -1.2672], [0.6774, 1.8910, -1.5142], [0.8149, 2.4652, -2.7876], [0.1027, 1.9087, -3.8525], [-1.7502, -0.7893, -1.9296], [-2.2507, -0.8141, -0.2202], [0.5887, -1.6347, 2.8184], [1.7309, 1.2032, 0.9717], [1.4697, 2.4625, -0.3549], [-0.3860, -3.0222, -2.2690], [0.1101, -3.4049, 0.0625], [-1.3182, 0.3228, -4.3944], [1.4835, 3.3216, -2.9166], [0.1859, 2.3049, -4.8644], [-3.3963, 0.5051, 0.1462], [-2.9316, -2.3848, 0.2717], [2.4408, 2.8513, -0.6933], [0.9007, 3.2830, 0.1087], [-0.9416, -2.1771, -2.2064], [-2.5817, -0.9268, -2.6369], [2.2166, 2.3716, 2.3023], [3.4236, 0.7018, 0.4567], [0.6044, -2.5032, 0.5648], [0.6504, -4.1862, 0.3289], [-0.0336, -3.2293, -1.0830], [0.3466, -2.8157, -2.8742], [-1.1063, -0.5978, 0.5927], [1.1409, -1.5931, 1.1063], [-4.2973, 0.3553, -0.4696], [-3.6713, 0.4964, 1.2119], [-2.9420, 1.4763, -0.0911], [-3.6940, -2.6852, -0.4465], [-2.1613, -3.1557, 0.3421], [-3.3950, -2.2879, 1.2562], [4.0858, 1.5777, 0.4364], [3.8009, -0.0460, 1.1660], [3.3607, 0.2423, -0.5362], [3.1865, 2.8363, 2.0670], [1.4325, 3.1396, 2.3770], [2.2566, 1.8321, 3.2604], [0.3050, 0.0547, 6.5625], [0.4149, -0.3023, 5.4014], [0.7243, 0.4798, 4.4321], [0.2032, -1.5865, 5.0622]],
  "max_force_ha_per_bohr": 0.082,
  "spin_multiplicity": 1,
  "homo_energy_ev": -6.10,
  "e_above_lowest_ev": 1.320,
  "mol_weight_g_mol": 531.7,
  "energy_ha": -1774.7499,
  "homo_lumo_gap_ev": 6.09
}